Entry 1:
8
Properties=species:S:1:pos:R:3:forces:R:3 method="wB97M-V/def2-TZVPD" e_lumo_ev="-6.8284 / -7.5734" charge=+1
O 0.8676 0.4166 1.3217 1.371 1.678 -0.694
C 0.7603 0.7310 0.0624 -0.521 0.642 -0.523
C -0.0326 0.0171 -0.8107 0.340 1.530 -0.380
O -0.4771 -1.1657 -0.1826 -2.175 -2.381 -3.989
C -1.8340 -0.8303 0.0359 1.873 0.444 -1.688
In -0.5071 -0.8905 1.7642 -0.847 -1.234 6.660
H 1.2678 1.6396 -0.2927 0.158 -0.531 0.150
H -0.0450 0.0821 -1.8982 -0.199 -0.148 0.464

***

Entry 2:
11
Properties=species:S:1:pos:R:3:forces:R:3 method="wB97M-V/def2-TZVPD" e_lumo_ev="-7.5007 / -7.5241" s_squared=16.58 charge=+2 multiplicity=8
C -1.4539 0.1052 -0.4556 5.961 -2.542 4.176
C -0.4731 -0.6329 0.2848 -4.730 -0.467 -0.843
O -2.2531 0.6728 -1.0499 -3.808 3.413 -2.941
H -0.4820 -1.6624 -0.0783 0.743 -0.010 -0.227
H -0.7827 -0.6827 1.3301 -0.036 0.296 -0.015
Tb -0.6301 3.0254 -0.8120 3.675 -0.700 2.018
Li -2.6111 2.8540 -1.8074 -4.152 -0.773 -1.987
O 0.9776 -0.0435 0.3126 1.144 -0.318 -0.748
C 2.0012 -0.8107 0.1691 0.248 6.325 -0.525
O 2.4222 -1.8642 0.3483 0.034 -5.058 0.551
Li 3.2849 -0.9611 1.7582 0.920 -0.165 0.541

***

Entry 3:
10
Properties=species:S:1:pos:R:3:forces:R:3 method="wB97M-V/def2-TZVPD" e_lumo_ev="-3.5565 / -6.5204" s_squared=3.76 charge=+1 multiplicity=4
O 2.3233 0.1582 -0.3700 -2.296 4.970 -0.018
O -0.1243 -0.2402 0.6029 2.236 1.409 -3.461
C -1.2888 -0.4967 1.2033 -2.815 -0.773 1.122
C -0.0907 0.0864 -0.8099 -0.922 -0.326 2.807
O -2.3353 -0.5023 0.5305 1.007 0.220 -0.070
C 1.2225 0.4107 -1.1579 1.313 -2.838 -1.559
Tm -1.1800 -1.0630 3.7422 -0.050 -0.007 -0.137
H 2.0537 1.2666 -0.1953 2.187 -3.129 0.750
H 1.4727 0.4602 -2.2323 -0.269 0.613 0.441
Li -2.0530 -0.0798 -1.3133 -0.390 -0.139 0.124

***

Entry 4:
9
Properties=species:S:1:pos:R:3:forces:R:3 method="wB97M-V/def2-TZVPD" e_lumo_ev="-6.5895 / -6.7631" s_squared=12.01 charge=+1 multiplicity=7
O -0.1840 0.1067 0.1191 0.143 0.168 -0.251
C 0.1243 -1.2747 0.4103 0.505 -1.236 0.602
C 1.4272 -1.4532 0.6490 -1.467 -0.176 -0.268
O 2.3687 -0.5974 0.6150 0.618 0.825 -0.007
Mn 1.5768 1.1325 0.2336 0.522 0.014 0.008
H -0.7197 -1.9533 0.4377 0.272 0.269 -0.037
C -1.3614 0.4168 -0.4205 -0.907 -0.203 -0.255
O -1.1934 1.6248 -0.8806 0.477 0.399 0.423
H -2.0385 1.9979 -1.1636 -0.162 -0.059 -0.216

***

Entry 5:
10
Properties=species:S:1:pos:R:3:forces:R:3 method="wB97M-V/def2-TZVPD" e_lumo_ev="-10.4596 / -10.4674" s_squared=8.75 charge=+2 multiplicity=6
H -2.3087 -0.9226 0.6936 2.926 0.881 1.545
C -2.8712 0.0244 -0.4975 -0.283 5.792 -1.919
C -1.5646 -0.0121 0.1982 -3.677 -2.937 0.131
O -0.5929 -0.4569 -0.6246 1.789 -0.466 -0.481
C 0.7100 -0.1916 -0.2627 -2.441 0.400 -1.047
O 0.9951 0.0280 0.9324 -0.229 -0.181 1.077
O 1.5198 -0.0523 -1.1960 0.348 -0.579 -0.367
O -3.7735 0.6329 -0.8140 0.634 -2.668 0.553
Mn 2.8476 0.2834 0.2610 1.623 0.319 0.174
H -1.3712 0.9389 0.7242 -0.691 -0.561 0.333

***

Entry 6:
6
Properties=species:S:1:pos:R:3:forces:R:3 method="wB97M-V/def2-TZVPD" e_lumo_ev=-6.8331 charge=+1 smiles=C#C[N+]#C
C -2.0491 0.1408 0.0625 -0.272 -0.146 -0.042
C -0.8843 -0.0629 -0.0204 7.252 0.108 0.170
N 0.9074 -0.0403 0.0162 -6.520 -0.166 -0.263
C 2.0366 -0.0948 -0.0506 -0.705 0.114 0.133
H -3.1118 0.1709 0.0725 -0.285 0.135 0.043
H 3.1011 -0.1137 -0.0802 0.531 -0.045 -0.042

***

Entry 7:
7
Properties=species:S:1:pos:R:3:forces:R:3 method="wB97M-V/def2-TZVPD" e_lumo_ev=0.0579 smiles=N#CCC#N
N 1.4513 -0.7250 -1.9202 -3.190 3.259 4.376
C 0.7916 -0.1750 -1.0696 1.512 -3.105 -2.844
C -0.3399 0.0149 0.0315 -3.666 -0.309 -12.986
C 0.0786 0.2215 1.2185 1.862 2.931 14.581
N 0.1177 0.5528 2.3746 0.406 -1.740 -5.396
H -1.0503 0.9401 -0.3245 1.928 -1.795 0.760
H -1.0489 -0.8293 -0.3104 1.148 0.759 1.509

***

Entry 8:
7
Properties=species:S:1:pos:R:3:forces:R:3 method="wB97M-V/def2-TZVPD" e_lumo_ev=-1.6774
C 0.9758 0.9349 -0.0208 0.971 1.549 0.321
C -1.5273 -0.1904 -0.0695 6.056 -0.532 0.269
C 0.5617 -0.3594 0.0237 -5.716 -2.422 -0.685
N 1.3415 2.0151 0.0045 0.325 0.912 -0.111
N -2.6546 -0.2898 0.0184 -2.084 -0.027 0.043
H 0.6666 -1.0524 -0.7645 0.283 0.187 -1.844
H 0.6364 -1.0580 0.8082 0.166 0.334 2.007

***

Entry 9:
8
Properties=species:S:1:pos:R:3:forces:R:3 method="wB97M-V/def2-TZVPD" e_lumo_ev=-0.7784
C -0.3003 -0.8252 1.0369 0.852 -0.021 2.061
C -0.7774 -0.4006 -0.1183 -1.361 -0.156 -1.138
C 0.5042 0.6787 0.2649 1.395 2.289 0.288
N 1.0536 -0.1217 1.1125 0.575 -2.428 0.307
N -1.4722 0.2156 -0.9105 -2.272 -0.004 -1.233
O 0.5076 1.7165 -0.2860 0.480 0.096 0.330
H 1.9549 -0.5610 1.3142 -0.313 0.680 -0.353
H -2.1848 -0.1922 -1.5087 0.645 -0.457 -0.262

***

Entry 10:
8
Properties=species:S:1:pos:R:3:forces:R:3 method="wB97M-V/def2-TZVPD" e_lumo_ev=-0.3366 smiles="N#C[C@H]1NC1=O"
N 2.6162 0.3744 0.2649 -0.943 -0.438 -0.033
C 1.5228 0.1048 -0.0026 1.463 0.957 0.709
C 0.2309 -0.0983 -0.5469 -1.698 -0.923 2.019
N -1.0076 -0.7074 0.5004 1.627 -0.166 -1.107
C -1.0135 0.5452 0.0249 0.153 -0.272 0.122
O -1.6337 1.5561 -0.0481 -0.051 -0.087 0.314
H 0.3661 -0.4398 -1.5543 -0.967 -0.683 -0.390
H -1.0812 -1.3351 1.3617 0.416 1.612 -1.635

***

Entry 11:
8
Properties=species:S:1:pos:R:3:forces:R:3 method="wB97M-V/def2-TZVPD" e_lumo_ev=-0.2233 smiles="[O-][N+]#CC1=NC1"
O -0.7330 -2.6684 2.0296 -0.064 -0.982 0.118
N -0.5112 -1.7536 1.3231 -0.231 0.959 0.798
C -0.3646 -0.6850 0.8709 -0.364 -1.506 0.821
C 0.0219 0.0737 -0.1844 0.882 1.450 -2.300
N 0.4100 -0.0655 -1.3798 -0.151 -0.440 0.264
C 0.3447 1.3264 -0.8394 -0.124 0.361 0.428
H -0.4540 1.9603 -1.2021 -0.015 0.076 -0.074
H 1.2863 1.8120 -0.6179 0.066 0.082 -0.055

***

Entry 12:
9
Properties=species:S:1:pos:R:3:forces:R:3 method="wB97M-V/def2-TZVPD" e_lumo_ev=0.2046
N -1.3650 -0.6647 -0.4886 0.303 0.052 0.313
C -0.7470 0.1373 0.2355 -0.117 -0.573 -0.279
O 0.6025 0.4184 0.3749 -0.045 -0.256 0.061
C 1.5367 -0.4136 -0.1510 0.040 -0.537 -0.297
O 1.3231 -1.4013 -0.7928 0.201 0.482 0.290
C -1.7153 2.1390 0.6688 -0.291 -0.166 0.901
N -1.4254 1.0541 1.0671 -0.072 1.080 -0.887
H -0.7359 -1.2407 -1.0369 0.040 -0.051 -0.035
H 2.5264 -0.0286 0.1232 -0.060 -0.030 -0.067

***

Entry 13:
9
Properties=species:S:1:pos:R:3:forces:R:3 method="wB97M-V/def2-TZVPD" e_lumo_ev=-0.1854 smiles="[H]/N=C(/C#N)OC=O"
H -1.7594 -2.1083 -0.1915 0.649 0.304 0.200
N -1.8262 -1.0981 -0.0640 0.832 0.403 0.098
C -0.8215 -0.3674 0.1375 0.201 -0.050 -0.124
C -0.9809 1.0705 0.2550 0.431 1.150 0.081
N -0.7786 2.2062 0.3035 -0.874 -0.780 0.195
O 0.5497 -0.6995 0.3385 -0.469 -0.251 -0.496
C 1.5829 0.1326 -0.1321 -0.171 0.367 -0.472
O 1.4541 1.1215 -0.7803 -0.004 -0.788 0.155
H 2.5799 -0.2574 0.1335 -0.596 -0.354 0.363

***

Entry 14:
9
Properties=species:S:1:pos:R:3:forces:R:3 method="wB97M-V/def2-TZVPD" e_lumo_ev="-1.4714 / -2.1815"
N -2.1003 -1.2240 0.2063 0.783 0.509 -0.013
C -1.1918 -0.4013 0.2013 -0.286 -0.572 -0.228
O 0.7233 -0.4797 -0.6781 -1.123 -0.739 0.625
C 1.2911 0.5990 -0.0660 0.200 -0.499 -0.166
O 1.9441 0.7165 -1.1844 0.686 0.899 -0.208
C -0.8363 0.9199 0.4401 0.515 0.562 -0.032
N 0.1676 1.6037 0.3216 -0.683 -0.264 0.119
H -1.8393 -2.1573 -0.1096 -0.038 0.032 0.000
H 1.8416 0.4232 0.8688 -0.054 0.073 -0.096

***

Entry 15:
10
Properties=species:S:1:pos:R:3:forces:R:3 method="wB97M-V/def2-TZVPD" e_lumo_ev=-0.8269 smiles="N#CC(=O)N(S)C=O"
N -3.1278 -1.0215 -0.0427 2.444 1.763 0.332
C -2.1629 -0.3581 0.0243 -2.086 -2.570 -0.823
C -0.9840 0.5223 -0.0441 0.026 -1.410 1.259
O -1.2264 1.6761 0.0564 0.592 1.793 -0.408
N 0.2836 -0.0980 -0.0067 -2.121 -0.910 -0.410
S 0.4779 -1.8244 -0.0081 -0.401 -0.006 0.078
C 1.4195 0.6366 -0.0613 -2.547 4.629 -0.629
O 2.5152 0.2199 0.0027 2.211 -0.828 0.162
H 1.7422 -1.5132 0.2804 0.608 -0.682 0.098
H 1.0628 1.7605 -0.2010 1.275 -1.779 0.340

***

Entry 16:
10
Properties=species:S:1:pos:R:3:forces:R:3 method="wB97M-V/def2-TZVPD" e_lumo_ev=-0.5675 smiles="O=c1cn[nH]c(=O)o1"
O -2.2257 -1.0182 0.1245 0.560 0.280 -0.088
C -1.2233 -0.3845 -0.0102 0.468 -0.427 -0.116
C -1.0908 1.0448 -0.0841 -5.538 1.900 0.893
N -0.0872 1.7860 -0.0415 3.129 -1.608 0.584
N 1.1232 1.0247 0.1151 0.034 1.180 -0.995
C 1.2132 -0.4278 -0.0830 -2.210 4.875 1.729
O 2.1817 -1.0368 0.0619 2.682 -1.684 -0.413
O -0.0100 -0.9795 -0.1459 -0.026 -2.172 -0.491
H -2.1604 1.5058 0.0639 2.237 -0.336 -0.837
H 1.9450 1.6993 0.1601 -1.336 -2.009 -0.267

***

Entry 17:
10
Properties=species:S:1:pos:R:3:forces:R:3 method="wB97M-V/def2-TZVPD" e_lumo_ev=-0.5486 smiles="N#C/C(=N/O)OC=O"
N 3.4100 -0.4342 0.0778 -10.639 2.746 2.608
C 2.1898 -0.1307 0.3492 10.017 -3.120 -2.029
C 0.7580 0.0586 0.2646 -0.274 -0.744 -1.647
N 0.3136 1.2337 0.3114 2.153 0.360 0.625
O -0.7423 1.5375 -0.4496 -0.809 1.119 1.693
O 0.1004 -0.9467 -0.4541 -2.475 -0.776 0.632
C -1.2736 -1.1704 -0.1682 -3.867 3.455 4.843
O -1.9973 -0.5271 0.7857 5.237 -4.262 -6.155
H -0.9238 2.3271 0.1151 -1.083 -0.144 -1.566
H -1.8349 -1.9478 -0.8319 1.739 1.367 0.996

***

Entry 18:
10
Properties=species:S:1:pos:R:3:forces:R:3 method="wB97M-V/def2-TZVPD" e_lumo_ev=-1.1001 smiles="O=c1cc(O)onn1"
O 1.0545 2.4310 -0.0844 1.019 -3.811 0.758
C 0.9963 1.2084 0.0368 -2.906 1.359 -0.890
C -0.3105 0.4362 -0.2366 -0.076 3.828 -1.139
C -0.5389 -0.8440 -0.0064 -1.891 -0.957 3.135
O -1.9014 -1.3422 -0.1236 1.832 1.983 -1.972
O 0.3586 -1.5208 0.8000 -1.412 0.903 -2.938
N 1.8484 -0.9393 0.5686 2.548 1.897 0.883
N 2.1804 0.2336 0.3990 -3.772 -2.223 -0.582
H -1.2726 1.0411 -0.5367 2.564 -0.813 0.288
H -2.4148 -0.7039 -0.8167 2.095 -2.166 2.456

***

Entry 19:
10
Properties=species:S:1:pos:R:3:forces:R:3 method="wB97M-V/def2-TZVPD" e_lumo_ev=-0.7377 smiles="O=c1cc(O)onn1"
O -2.1595 -1.0905 0.3124 -0.792 0.723 0.232
C -1.2322 -0.4087 -0.0271 1.099 -5.244 -0.451
C 0.1241 -1.1094 -0.2355 -1.765 0.923 -0.021
C 1.0671 -0.2842 0.0442 3.879 3.755 0.998
O 2.4503 -0.5085 0.0254 -2.419 1.147 0.409
O 0.7961 1.1423 0.3847 1.790 -3.525 -0.639
N -0.3234 1.6438 -0.1376 -2.322 0.376 -0.574
N -1.3221 0.9082 -0.3621 1.600 2.542 0.247
H 0.5041 -2.0944 -0.4717 -1.292 -0.409 -0.104
H 2.5654 -1.3024 -0.5002 0.223 -0.289 -0.095

***

Entry 20:
11
Properties=species:S:1:pos:R:3:forces:R:3 method="wB97M-V/def2-TZVPD" e_lumo_ev="-0.4121 / -0.4562"
C 1.5811 -0.8351 0.7891 0.419 2.821 -3.249
C 2.2035 -0.0530 -0.4137 -0.408 -1.533 1.451
C -3.7007 -0.1489 -0.6772 1.810 -0.065 1.138
N 0.5029 1.0134 0.3502 1.986 -1.635 -1.311
N 1.4096 1.1203 -0.6011 -0.298 -1.718 2.131
O -2.5841 0.1580 -0.6050 0.191 0.426 -0.608
O 3.1697 -0.4119 -1.0538 -0.235 0.425 -0.055
O -4.7699 -0.5319 -0.5766 -1.975 -0.343 -0.507
O 0.4905 -0.0888 1.1351 1.228 -1.137 0.202
H 1.8701 -1.8718 1.0548 -0.987 1.084 0.376
H -0.1728 1.6498 0.5982 -1.732 1.674 0.431

***

Relative energy (zero: lowest compared OMol25 entry of this formula, charge and spin) for every record listed, in sequence, given in kcal per mole: 136.02 97.16 47.21 93.62 14.86 58.62 45.81 64.35 115.18 39.01 91.03 46.43 32.53 163.60 62.86 55.28 149.39 136.55 117.63 48.44.